Entry 1:
This record from the OMol25 dataset describes a structure of composition C4H5NO. The level of theory is the ωB97M-V functional and the def2-TZVPD basis.

Geometry as XYZ:
```
11
Properties=species:S:1:pos:R:3
O -1.32 0.79 0.30
N 2.84 -1.16 0.71
C -0.94 -0.57 0.71
C 0.49 -0.18 0.41
C -0.01 1.03 0.10
C 1.77 -0.73 0.56
H -0.51 0.68 -2.31
H -0.05 0.16 -2.05
H 0.35 2.00 -0.25
H -1.17 -0.72 1.76
H -1.44 -1.30 0.07
```

Electronic energy ... -7763.158 eV
HOMO-LUMO gap ... 10.1656 eV
Energy above the lowest of the compared OMol25 structures with the same formula, charge and spin ... 325.0 kJ/mol

How is the electron density shared among the atoms? According to Löwdin, the charges in e are: number 1, O, carries -0.05; number 2, N, carries 0.14; number 3, C, carries -0.08; number 4, C, carries -0.23; number 5, C, carries -0.15; number 6, C, carries -0.18; number 7, H, carries 0.08; number 8, H, carries 0.07; number 9, H, carries 0.14; number 10, H, carries 0.13; number 11, H, carries 0.13

Entry 2:
This record from the OMol25 dataset describes an isolated molecule of C3H4P2. The level of theory is the ωB97M-V functional and the def2-TZVPD basis.

Geometry as XYZ:
```
9
Properties=species:S:1:pos:R:3
P 0.86 0.29 1.10
P 1.59 -0.69 -0.68
C -1.49 -1.11 0.35
C 1.12 1.09 -0.44
C -0.21 -0.76 0.19
H 1.94 1.82 -0.19
H 0.40 1.61 -1.16
H -2.17 -1.67 -0.27
H -2.03 -0.58 1.11
```

Electronic energy ... -21750.489 eV
SMILES string ... C=C1P2#P1C2
HOMO-LUMO gap ... 9.3534 eV
Energy above the lowest of the compared OMol25 structures with the same formula, charge and spin ... 71.0 kJ/mol

How is the electron density shared among the atoms? According to Löwdin, the charges in e are: number 1, P, carries 0.68; number 2, P, carries 0.75; number 3, C, carries -0.08; number 4, C, carries -0.78; number 5, C, carries -0.72; number 6, H, carries 0.03; number 7, H, carries 0.07; number 8, H, carries 0.04; number 9, H, carries 0.03

Entry 3:
This record from the OMol25 dataset describes a cluster of 2 separate species, C4H13NOS in total. The level of theory is the ωB97M-V functional and the def2-TZVPD basis.

Geometry as XYZ:
```
20
Properties=species:S:1:pos:R:3
S 1.55 1.79 1.96
O -0.58 2.80 -3.38
N 0.62 -0.90 0.37
C -0.64 -0.61 -0.30
C 0.58 -0.88 1.82
C -0.62 -1.14 -1.72
C 0.29 0.50 2.37
H -1.50 -1.00 0.27
H 1.01 -1.77 0.03
H 2.31 0.98 1.23
H -1.28 2.99 -2.75
H 0.22 0.49 3.45
H -0.19 -1.54 2.24
H -0.18 1.96 -3.10
H 0.35 -0.91 -2.15
H 1.56 -1.20 2.17
H -0.75 0.48 -0.38
H -1.40 -0.70 -2.33
H -0.65 0.88 1.98
H -0.71 -2.23 -1.79
```

Electronic energy ... -18731.328 eV
SMILES string ... CCNCCS.O
HOMO-LUMO gap ... 9.5458 eV
Energy above the lowest of the compared OMol25 structures with the same formula, charge and spin ... 65.9 kJ/mol

How is the electron density shared among the atoms? According to Löwdin, the charges in e are: number 1, S, carries 0.67; number 2, O, carries -0.06; number 3, N, carries -0.10; number 4, C, carries -0.30; number 5, C, carries -0.32; number 6, C, carries -0.10; number 7, C, carries -0.55; number 8, H, carries 0.11; number 9, H, carries 0.11; number 10, H, carries -0.16; number 11, H, carries 0.03; number 12, H, carries 0.06; number 13, H, carries 0.11; number 14, H, carries 0.03; number 15, H, carries 0.07; number 16, H, carries 0.11; number 17, H, carries 0.10; number 18, H, carries 0.07; number 19, H, carries 0.05; number 20, H, carries 0.07

Entry 4:
This record from the OMol25 dataset describes a cluster of 38 separate species, ClH74O41 in total. The level of theory is the ωB97M-V functional and the def2-TZVPD basis.

Geometry as XYZ:
```
116
Properties=species:S:1:pos:R:3
Cl 0.00 -0.23 -0.21
O 0.06 -1.53 0.42
O -3.94 3.92 2.03
O 4.85 2.94 3.29
O 0.93 1.09 2.86
O 0.02 -0.35 -1.59
O -1.30 4.03 0.98
O 1.38 0.41 -5.30
O 2.29 5.02 -0.88
O -1.39 -0.47 -4.56
O -4.03 -1.09 -3.92
O 3.36 -0.42 2.45
O -3.15 -3.07 -1.44
O 5.34 0.63 -3.55
O -4.68 -3.74 1.52
O 4.53 0.98 0.24
O -1.14 0.52 0.34
O -3.16 -0.55 5.19
O 1.32 4.94 2.64
O 0.90 -4.76 5.09
O -5.26 0.28 0.56
O 2.75 1.10 -2.69
O 3.53 -3.63 4.54
O 3.23 3.09 1.03
O -1.20 -2.90 5.64
O 3.02 -3.72 0.13
O -1.81 -3.80 1.08
O -2.08 4.88 -1.71
O -1.36 2.37 3.69
O 1.84 -2.75 -2.10
O -5.57 2.71 -0.46
O 2.57 -3.73 -4.72
O -1.40 -6.25 -1.87
O 1.73 -3.44 2.63
O -1.84 2.33 -4.66
O -0.54 -1.14 3.49
O 4.07 -1.64 -3.00
O -0.49 2.72 -2.00
O -5.19 -1.31 -1.43
O 4.12 3.50 -3.75
O -3.31 0.70 2.70
O 1.21 0.39 0.21
H 0.48 0.11 -5.18
H -3.74 1.16 3.42
H 2.37 0.97 -3.56
H -1.73 -5.37 -1.68
H 1.31 -4.44 4.29
H 3.89 -3.53 -0.23
H -2.49 1.18 2.56
H 4.32 2.95 4.09
H 4.80 -1.08 -3.24
H 2.78 3.45 0.26
H -1.27 -1.01 2.88
H -4.34 -1.25 -3.03
H -0.25 1.83 -1.71
H 2.33 -2.13 -2.65
H -6.07 -1.07 -1.71
H 0.99 -2.34 -1.97
H -4.73 0.19 1.35
H -2.21 -0.63 -4.08
H -2.52 -2.79 -0.77
H -5.90 2.78 -1.35
H 3.84 2.45 0.67
H -3.35 -0.56 4.26
H 3.99 -4.21 3.92
H -5.02 -0.75 -0.66
H -1.57 4.09 -1.90
H -1.96 -6.83 -1.36
H 3.45 2.91 -3.42
H -1.00 -2.23 4.99
H -5.11 -3.33 0.77
H 4.23 3.15 2.59
H -3.14 4.15 1.55
H 1.67 4.21 2.13
H 1.63 -5.13 5.60
H 2.13 4.91 -1.82
H 5.47 1.16 0.27
H -3.93 -2.55 -1.26
H 2.94 -0.98 1.80
H -0.24 2.74 -2.92
H -4.74 -0.59 -4.33
H -2.53 -1.25 5.32
H 3.91 0.17 1.93
H 2.83 -3.25 4.02
H 2.41 -3.57 -3.79
H 1.43 0.65 -6.22
H 1.71 -3.70 -5.13
H 2.42 -3.57 -0.60
H -1.56 3.19 3.24
H -4.92 3.41 -0.38
H 1.67 5.70 -0.61
H -5.26 1.23 0.39
H 2.03 -3.83 1.80
H -1.33 -4.60 1.30
H 4.88 3.35 -3.18
H 1.71 0.61 3.14
H 4.48 -2.44 -2.65
H -2.99 4.57 -1.67
H -1.95 1.39 -4.47
H 0.99 1.11 1.91
H -1.44 4.56 0.20
H -1.14 -3.13 1.04
H -4.65 4.35 1.56
H 1.09 -2.78 2.36
H -0.48 2.14 3.39
H -0.35 -3.25 5.90
H 6.03 1.26 -3.76
H 2.13 0.66 -2.10
H 0.37 4.86 2.55
H -2.64 2.57 -5.13
H -0.73 -0.97 -4.07
H 4.75 1.11 -2.97
H -0.24 -0.25 3.69
H 4.42 0.43 -0.53
H -3.74 -3.61 1.36
H -0.84 3.25 0.67
```

Total charge ... -1
Electronic energy ... -97671.545 eV
HOMO-LUMO gap ... 8.9430 eV

Löwdin population analysis, charges in e, atoms 1 to 99: number 1, Cl, carries 0.66; number 2, O, carries -0.33; number 3, O, carries -0.04; number 4, O, carries -0.06; number 5, O, carries -0.05; number 6, O, carries -0.31; number 7, O, carries -0.03; number 8, O, carries -0.02; number 9, O, carries -0.03; number 10, O, carries -0.05; number 11, O, carries -0.04; number 12, O, carries -0.03; number 13, O, carries -0.04; number 14, O, carries -0.04; number 15, O, carries -0.05; number 16, O, carries -0.02; number 17, O, carries -0.29; number 18, O, carries -0.05; number 19, O, carries -0.05; number 20, O, carries -0.06; number 21, O, carries -0.04; number 22, O, carries -0.04; number 23, O, carries -0.06; number 24, O, carries -0.06; number 25, O, carries -0.07; number 26, O, carries -0.04; number 27, O, carries -0.03; number 28, O, carries -0.05; number 29, O, carries -0.03; number 30, O, carries -0.05; number 31, O, carries -0.02; number 32, O, carries -0.06; number 33, O, carries -0.05; number 34, O, carries -0.04; number 35, O, carries -0.05; number 36, O, carries -0.03; number 37, O, carries -0.04; number 38, O, carries -0.03; number 39, O, carries -0.06; number 40, O, carries -0.04; number 41, O, carries -0.06; number 42, O, carries -0.33; number 43, H, carries 0.00; number 44, H, carries 0.06; number 45, H, carries 0.02; number 46, H, carries 0.00; number 47, H, carries -0.02; number 48, H, carries 0.04; number 49, H, carries 0.01; number 50, H, carries 0.03; number 51, H, carries 0.01; number 52, H, carries 0.01; number 53, H, carries 0.04; number 54, H, carries -0.01; number 55, H, carries 0.00; number 56, H, carries 0.01; number 57, H, carries 0.07; number 58, H, carries 0.04; number 59, H, carries 0.03; number 60, H, carries 0.00; number 61, H, carries 0.00; number 62, H, carries 0.06; number 63, H, carries -0.02; number 64, H, carries -0.01; number 65, H, carries 0.03; number 66, H, carries -0.01; number 67, H, carries -0.02; number 68, H, carries 0.03; number 69, H, carries -0.01; number 70, H, carries -0.03; number 71, H, carries 0.01; number 72, H, carries -0.03; number 73, H, carries -0.02; number 74, H, carries -0.01; number 75, H, carries 0.04; number 76, H, carries 0.04; number 77, H, carries 0.09; number 78, H, carries -0.03; number 79, H, carries 0.02; number 80, H, carries 0.04; number 81, H, carries 0.05; number 82, H, carries -0.01; number 83, H, carries 0.00; number 84, H, carries -0.02; number 85, H, carries -0.02; number 86, H, carries 0.05; number 87, H, carries 0.03; number 88, H, carries 0.00; number 89, H, carries 0.02; number 90, H, carries 0.03; number 91, H, carries 0.05; number 92, H, carries 0.00; number 93, H, carries 0.02; number 94, H, carries 0.06; number 95, H, carries 0.03; number 96, H, carries 0.04; number 97, H, carries 0.05; number 98, H, carries 0.03; number 99, H, carries -0.01

Entry 5:
This record from the OMol25 dataset describes an isolated molecule of C4H11NS. The level of theory is the ωB97M-V functional and the def2-TZVPD basis.

Geometry as XYZ:
```
17
Properties=species:S:1:pos:R:3
S -1.36 1.14 -3.23
N 0.45 -0.25 0.12
C -0.39 0.58 -0.71
C -0.61 -0.05 -2.06
C 0.62 0.26 1.49
C 0.69 -0.86 2.52
H -0.11 -1.58 2.37
H -1.27 -0.90 -1.98
H 0.32 -0.38 -2.52
H 1.38 -0.38 -0.27
H 1.60 -1.44 2.34
H 1.58 0.78 1.55
H -0.14 1.01 1.72
H 0.80 -0.43 3.51
H -1.36 0.63 -0.21
H -0.09 1.61 -0.76
H -2.10 0.25 -3.89
```

Electronic energy ... -16651.248 eV
SMILES string ... CCNCCS
HOMO-LUMO gap ... 9.9397 eV
Energy above the lowest of the compared OMol25 structures with the same formula, charge and spin ... 52.6 kJ/mol

How is the electron density shared among the atoms? According to Löwdin, the charges in e are: number 1, S, carries 0.68; number 2, N, carries -0.09; number 3, C, carries -0.35; number 4, C, carries -0.55; number 5, C, carries -0.29; number 6, C, carries -0.10; number 7, H, carries 0.07; number 8, H, carries 0.07; number 9, H, carries 0.06; number 10, H, carries 0.11; number 11, H, carries 0.07; number 12, H, carries 0.11; number 13, H, carries 0.11; number 14, H, carries 0.07; number 15, H, carries 0.12; number 16, H, carries 0.10; number 17, H, carries -0.16

Entry 6:
This record from the OMol25 dataset describes a structure of composition C14H32BF10FeNO16S6. The level of theory is the ωB97M-V functional and the def2-TZVPD basis.

Geometry as XYZ:
```
81
Properties=species:S:1:pos:R:3
Fe -0.97 0.20 -0.39
S -3.13 1.01 1.68
S 0.92 2.45 -2.40
S 0.86 -0.93 2.42
S 2.13 -1.64 -1.64
S -1.74 3.18 1.11
S -1.75 -3.37 -0.17
F -0.09 4.67 2.64
F -4.60 2.74 -0.01
F -5.51 0.79 0.22
F -2.98 -1.43 -2.94
F -2.87 0.66 -3.61
F 1.01 2.91 1.72
F -3.40 0.20 -1.50
F -5.56 2.33 1.95
F -1.27 -0.12 -2.34
F -0.29 2.82 3.52
O 0.31 1.77 -1.29
O 1.63 1.74 -3.45
O -1.57 -1.85 -0.13
O 0.70 -2.39 2.40
O -3.33 -3.81 0.06
O -1.45 3.91 -0.13
O 0.08 -0.35 3.76
O -3.20 -0.40 1.49
O -0.88 -4.14 0.75
O 0.28 -0.23 1.25
O 0.92 -0.94 -1.20
O 1.86 3.72 -1.83
O -2.81 3.87 1.84
O -2.99 1.46 3.05
O 2.31 -3.06 -1.41
O 3.38 -0.87 -0.92
N -1.83 1.63 0.72
C 0.41 -0.97 4.96
C -1.48 -3.90 -1.83
C 3.99 2.85 -2.15
C 3.02 3.33 -1.11
C -0.30 3.60 -3.12
C 0.03 -0.09 6.21
C -4.38 -3.27 -0.58
C 4.74 -1.08 -1.40
C -4.83 1.76 0.90
C -5.51 -4.35 -0.56
C -0.16 3.35 2.32
C 5.66 -0.49 -0.35
C 2.59 -0.38 2.76
C 2.59 -1.29 -3.39
B -2.64 -0.20 -2.59
H -5.47 -4.99 -1.45
H -4.39 -3.00 -1.64
H -1.27 3.12 -3.28
H -1.91 -3.15 -2.49
H 4.95 -0.67 -2.39
H -5.66 -4.96 0.33
H 3.81 3.30 -3.13
H 3.37 -1.88 -3.88
H -1.04 -0.23 6.34
H 1.69 -1.49 -3.97
H -1.94 -4.88 -1.95
H -4.52 -2.36 0.00
H 2.81 2.61 -0.32
H 2.47 0.54 3.33
H -0.33 4.53 -2.56
H 0.15 0.96 5.94
H 5.03 3.07 -1.89
H 3.47 4.22 -0.66
H 0.57 -0.38 7.12
H -0.25 -1.85 4.95
H 4.90 -2.16 -1.39
H 6.71 -0.66 -0.59
H -6.45 -3.80 -0.67
H 3.21 -1.12 3.27
H 3.99 1.77 -2.10
H -0.41 -3.99 -2.03
H 1.49 -1.12 5.00
H 3.06 -0.18 1.81
H 0.20 3.78 -4.07
H 5.49 -0.86 0.66
H 2.78 -0.21 -3.36
H 5.59 0.59 -0.21
```

Electronic energy ... -176537.711 eV
Spin multiplicity ... 5
HOMO-LUMO gap (spin up / spin down) ... 10.2087 / 9.2817 eV
Energy above the lowest of the compared OMol25 structures with the same formula, charge and spin ... 0.0 kJ/mol

How is the electron density shared among the atoms? According to Löwdin, the charges in e are: number 1, Fe, carries 0.83; number 2, S, carries 0.68; number 3, S, carries 0.73; number 4, S, carries 0.76; number 5, S, carries 0.69; number 6, S, carries 0.64; number 7, S, carries 0.80; number 8, F, carries 0.10; number 9, F, carries 0.11; number 10, F, carries 0.12; number 11, F, carries 0.20; number 12, F, carries 0.20; number 13, F, carries 0.08; number 14, F, carries 0.15; number 15, F, carries 0.08; number 16, F, carries 0.10; number 17, F, carries 0.14; number 18, O, carries -0.32; number 19, O, carries -0.28; number 20, O, carries -0.37; number 21, O, carries -0.26; number 22, O, carries -0.23; number 23, O, carries -0.30; number 24, O, carries -0.26; number 25, O, carries -0.29; number 26, O, carries -0.27; number 27, O, carries -0.36; number 28, O, carries -0.31; number 29, O, carries -0.25; number 30, O, carries -0.27; number 31, O, carries -0.29; number 32, O, carries -0.28; number 33, O, carries -0.29; number 34, N, carries -0.36; number 35, C, carries -0.28; number 36, C, carries -0.09; number 37, C, carries -0.08; number 38, C, carries -0.27; number 39, C, carries -0.06; number 40, C, carries -0.03; number 41, C, carries -0.31; number 42, C, carries -0.25; number 43, C, carries -0.49; number 44, C, carries -0.04; number 45, C, carries -0.54; number 46, C, carries -0.07; number 47, C, carries -0.07; number 48, C, carries -0.08; number 49, B, carries -1.44; number 50, H, carries 0.07; number 51, H, carries 0.12; number 52, H, carries 0.08; number 53, H, carries 0.06; number 54, H, carries 0.11; number 55, H, carries 0.08; number 56, H, carries 0.10; number 57, H, carries 0.08; number 58, H, carries 0.08; number 59, H, carries 0.08; number 60, H, carries 0.09; number 61, H, carries 0.12; number 62, H, carries 0.11; number 63, H, carries 0.07; number 64, H, carries 0.07; number 65, H, carries 0.07; number 66, H, carries 0.08; number 67, H, carries 0.13; number 68, H, carries 0.08; number 69, H, carries 0.13; number 70, H, carries 0.12; number 71, H, carries 0.08; number 72, H, carries 0.07; number 73, H, carries 0.08; number 74, H, carries 0.05; number 75, H, carries 0.07; number 76, H, carries 0.10; number 77, H, carries 0.05; number 78, H, carries 0.07; number 79, H, carries 0.08; number 80, H, carries 0.03; number 81, H, carries 0.07

no.,maximum force (Eh/bohr)
1,0.0260
2,0.0759
3,0.0147
4,0.1255
5,0.0201
6,0.1312